DFT (ωB97M-V with the def2-TZVPD basis set) results for the molecule C22H25F8N3O2 in a non-equilibrium geometry.

Output
M, g/mol: 515.45
DFT total energy, eV: -53521.68969
LUMO level, Ha: -0.022
Charge: 0
SMILES: [H]/N=C\Cc1c(CCOCC(F)(F)C(F)(F)C(F)(F)C(F)F)cc(O)c2nc(CCC(C)C)cnc12
Orbital gap, eV: 8.04

Geometry (Å):
C  1.2683  -4.8777  -1.3975
C  2.2448  -5.1642  -0.1985
C  1.3916  -4.8996  1.1351
C  3.5215  -4.2371  -0.1084
C  3.7763  -3.2652  -1.3245
C  3.1886  -1.8399  -1.0183
C  4.0950  -0.6717  -0.9708
N  3.7391  0.5974  -0.6841
C  2.3857  0.6564  -0.4122
C  1.8364  2.0003  -0.0255
C  2.8345  3.1980  0.0267
C  3.9777  3.0332  1.0848
N  3.8201  2.6706  2.2966
C  0.4408  2.2111  0.2625
C  -0.1979  3.5687  0.6817
C  -1.5851  3.8859  -0.0423
O  -2.6122  4.3169  0.8634
C  -3.4627  3.2606  1.2717
C  -4.7004  3.0525  0.3048
F  -4.3783  3.2364  -1.0347
F  -5.5671  4.1161  0.6025
C  -5.5276  1.7522  0.5710
F  -5.8881  1.6679  1.9071
F  -6.7130  1.7780  -0.1415
C  -4.8213  0.3955  0.2120
F  -5.7768  -0.5941  0.4336
F  -3.7895  0.0679  1.0787
C  -4.4167  0.2437  -1.3151
F  -4.7863  -1.0182  -1.7762
F  -3.0662  0.3600  -1.5370
C  -0.4686  1.0300  0.1538
C  0.0076  -0.2681  -0.1821
O  -0.8582  -1.3552  -0.2492
C  1.4661  -0.4714  -0.4702
N  1.8635  -1.7597  -0.7728
H  0.6253  -3.9695  -1.2585
H  0.5419  -5.7450  -1.4311
H  1.7660  -4.8933  -2.4084
H  2.4602  -6.2628  -0.1934
H  0.9127  -5.8387  1.5229
H  2.0169  -4.4906  1.9693
H  0.5850  -4.1331  0.9508
H  4.4261  -4.9113  -0.0435
H  3.5647  -3.6080  0.8241
H  3.4818  -3.6562  -2.3254
H  4.8937  -3.1027  -1.3753
H  5.1790  -0.8565  -1.1818
H  2.3487  4.1944  0.1507
H  3.3394  3.2193  -0.9834
H  5.0309  3.2249  0.7376
H  2.8111  2.5127  2.4407
H  -0.4595  3.4635  1.7770
H  0.4760  4.4482  0.5746
H  -1.3736  4.7689  -0.7116
H  -1.9215  3.0690  -0.7316
H  -2.9025  2.3187  1.4984
H  -3.9187  3.5902  2.2484
H  -4.9817  0.9659  -1.9656
H  -1.5545  1.1553  0.3338
H  -0.5820  -2.0338  0.3920

natural (NBO) population analysis, charges in e, atoms 1 to 6:
1. C -0.626
2. C -0.225
3. C -0.602
4. C -0.399
5. C -0.439
6. C 0.194

=====

DFT (ωB97M-V with the def2-TZVPD basis set) results for the molecule C22H25FN2O3.

Output
M, g/mol: 384.45
DFT total energy, eV: -35060.84733
LUMO level, Ha: 0.019
Energy above the lowest of the compared OMol25 structures with the same formula, charge and spin, eV: 0.000
Charge: 0
SMILES: COc1cccc(CN(C)C(=O)[C@H]2CCC(=O)N(Cc3cccc(F)c3)C2)c1
Orbital gap, eV: 9.14

Geometry (Å):
C  3.9198  -5.5407  2.7219
H  4.2561  -6.2932  3.4335
O  3.5201  -4.4372  3.4958
C  3.0611  -3.3232  2.8600
C  2.9337  -3.1908  1.4819
C  2.4538  -2.0075  0.9352
C  2.0911  -0.9569  1.7656
C  2.2116  -1.0898  3.1389
C  2.6913  -2.2613  3.6865
H  2.7931  -2.3832  4.7529
H  1.9289  -0.2724  3.7845
H  1.7210  -0.0388  1.3356
C  2.2533  -1.8710  -0.5529
N  0.8284  -1.8207  -0.8548
C  0.2667  -0.6126  -1.0849
O  0.9464  0.3784  -1.2837
C  -1.2636  -0.5378  -1.0812
H  -1.6589  -1.2267  -1.8334
C  -1.6842  0.8857  -1.4861
N  -1.4809  1.8129  -0.4032
C  -2.0112  1.5558  0.8085
O  -1.9064  2.2989  1.7654
C  -2.7338  0.2230  0.8501
H  -3.6400  0.2855  0.2433
H  -3.0226  0.0145  1.8802
C  -1.8104  -0.8771  0.3225
H  -2.3546  -1.8228  0.3075
H  -0.9801  -0.9822  1.0253
C  -0.6869  3.0039  -0.6328
C  -1.4323  3.9768  -1.5055
C  -0.9951  4.2688  -2.7891
C  -1.7336  5.1415  -3.5670
C  -2.8988  5.7285  -3.1121
C  -3.3296  5.4277  -1.8303
C  -2.6041  4.5603  -1.0346
H  -2.9376  4.3291  -0.0340
H  -4.2357  5.8772  -1.4533
H  -3.4466  6.4033  -3.7505
F  -1.3033  5.4229  -4.8172
H  -0.0897  3.8337  -3.1839
H  0.2632  2.7077  -1.0848
H  -0.5043  3.4435  0.3520
H  -2.7380  0.8816  -1.7928
H  -1.0818  1.2140  -2.3339
C  0.1260  -3.0618  -0.6478
H  -0.0329  -3.2631  0.4157
H  -0.8329  -3.0610  -1.1574
H  0.7303  -3.8717  -1.0607
H  2.6870  -0.9346  -0.9109
H  2.7041  -2.7089  -1.0918
H  3.2099  -3.9978  0.8200
H  3.0871  -5.9458  2.1369
H  4.7460  -5.2846  2.0507

natural (NBO) population analysis, charges in e, atoms 1 to 6:
1. C -0.252
2. H 0.202
3. O -0.492
4. C 0.315
5. C -0.351
6. C 0.078

=====

DFT (ωB97M-V with the def2-TZVPD basis set) results for a structure of composition C22H25HfN5O3 in a non-equilibrium geometry.

Output
M, g/mol: 585.96
DFT total energy, eV: -38075.79535
LUMO level, Ha: -0.523
Charge: +4
Orbital gap, eV: 6.71

Geometry (Å):
Hf  -0.7911  0.3010  0.8758
O  -2.4862  4.5461  -4.5365
N  -1.5433  4.9852  -3.9101
O  -0.9187  5.9820  -4.1500
C  -1.1431  4.2243  -2.6945
C  -0.4031  4.8929  -1.7957
C  -0.0097  4.2628  -0.5711
C  0.7592  4.9293  0.4115
C  1.1198  4.2774  1.5740
C  0.7116  2.9737  1.7627
N  -0.0378  2.3057  0.8529
C  -0.3881  2.9539  -0.3292
C  -1.1492  2.2424  -1.3099
N  -1.4562  0.9177  -1.0331
C  -2.1882  0.2063  -1.9177
C  -2.6345  0.7598  -3.0980
C  -2.3136  2.0685  -3.3977
C  -1.5483  2.8555  -2.4925
H  -0.1102  5.9147  -2.0060
H  1.0677  5.9567  0.2423
H  1.7129  4.7651  2.3362
H  0.9844  2.4431  2.6662
H  -2.4083  -0.8255  -1.6724
H  -3.2215  0.1628  -3.7825
H  -2.6488  2.5092  -4.3253
N  0.5243  -1.2577  0.6257
C  1.3531  -2.1240  0.5044
N  2.2039  -3.0154  0.3830
C  3.5564  -2.7833  -0.3192
C  3.6994  -3.7950  -1.4408
C  3.5069  -5.2294  -0.9464
C  2.1456  -5.4088  -0.2733
C  1.9672  -4.4525  0.8901
H  4.2959  -2.9271  0.4681
H  3.5846  -1.7499  -0.6564
H  4.7015  -3.6531  -1.8483
H  2.9926  -3.5626  -2.2418
H  4.3053  -5.4945  -0.2482
H  3.5903  -5.9154  -1.7861
H  2.0372  -6.4143  0.1357
H  1.3359  -5.2679  -0.9948
H  2.7255  -4.5901  1.6608
H  0.9801  -4.4908  1.3452
C  -1.8603  -1.3210  3.1886
C  -1.4064  0.1362  3.5002
C  -2.5147  0.9788  2.8577
O  -2.7060  0.2379  1.5604
C  -2.7823  -1.2126  1.9449
H  -2.4316  -1.6966  4.0346
H  -1.0306  -2.0085  3.0447
H  -0.3872  0.3602  3.0847
H  -1.2976  0.3413  4.5630
H  -2.3006  2.0204  2.6271
H  -3.4443  0.9320  3.4202
H  -2.4777  -1.7979  1.0699
H  -3.8222  -1.4490  2.1467

natural (NBO) population analysis, charges in e, atoms 1 to 6:
1. Hf 2.581
2. O -0.333
3. N 0.523
4. O -0.263
5. C 0.095
6. C -0.109

=====

DFT (ωB97M-V with the def2-TZVPD basis set) results for a structure of composition C22H25MgN2O4S5Se.

Output
M, g/mol: 645.05
DFT total energy, eV: -159361.11187
LUMO level, Ha: 0.059
Energy above the lowest of the compared OMol25 structures with the same formula, charge and spin, eV: 0.181
Charge: -1
Orbital gap, eV: 6.26

Geometry (Å):
Mg  -0.4378  -1.9775  -0.4905
C  1.1019  3.5307  -1.2576
C  1.2185  2.9827  -2.6823
S  0.3594  1.4165  -3.0452
C  -1.3520  1.9437  -3.3008
C  -2.1562  2.2998  -2.0518
S  -2.2859  0.9791  -0.7922
C  -2.1097  2.0985  0.6379
C  -1.9318  1.3898  1.9739
S  -0.3090  0.6290  2.2574
C  0.6722  2.1301  2.6332
C  1.0684  3.0733  1.4773
S  1.2582  2.1627  -0.0795
H  0.1364  4.0165  -1.0969
H  1.8905  4.2658  -1.0815
H  2.2605  2.7325  -2.8867
H  0.8975  3.7375  -3.4034
H  -1.8072  1.0992  -3.8205
H  -1.3448  2.8006  -3.9792
H  -3.1739  2.5602  -2.3482
H  -1.7125  3.1669  -1.5677
H  -3.0104  2.7157  0.6710
H  -1.2471  2.7251  0.4310
H  -2.6384  0.5662  2.0715
H  -2.1034  2.1003  2.7861
H  1.5664  1.7122  3.0977
H  0.1326  2.6988  3.3927
H  2.0112  3.5683  1.7181
H  0.3072  3.8444  1.3318
Se  -1.1903  -2.8312  -2.7789
C  0.1266  -4.0847  -2.6610
N  0.9550  -4.8925  -2.6221
S  -1.8613  -2.0190  1.5206
C  -3.5385  -2.4696  1.2244
C  -4.3603  -2.7310  2.3306
C  -5.6843  -3.1108  2.1670
C  -6.2258  -3.2401  0.8932
C  -5.4282  -2.9654  -0.2087
C  -4.1035  -2.5806  -0.0498
H  -3.9261  -2.6361  3.3191
H  -6.2955  -3.3138  3.0395
H  -7.2564  -3.5496  0.7631
H  -5.8403  -3.0588  -1.2071
H  -3.4967  -2.3709  -0.9194
O  1.2105  -2.8804  0.2493
C  1.8483  -1.8759  -0.1700
O  1.2835  -0.9487  -0.8144
C  3.3166  -1.7699  0.1335
C  3.9692  -2.8347  0.7433
C  5.3105  -2.7315  1.0885
C  6.0088  -1.5677  0.8155
C  5.3428  -0.5209  0.1958
C  4.0072  -0.6047  -0.1519
N  6.0765  0.7217  -0.0847
O  5.4672  1.6446  -0.5850
O  7.2608  0.7648  0.1978
H  3.4000  -3.7339  0.9410
H  5.8102  -3.5581  1.5758
H  7.0490  -1.4501  1.0782
H  3.5035  0.2310  -0.6188

natural (NBO) population analysis, charges in e, atoms 1 to 6:
1. Mg 1.649
2. C -0.543
3. C -0.549
4. S 0.254
5. C -0.549
6. C -0.533